one) ORCA calculation (ωB97M-V/def2-TZVPD) on a cluster of 2 separate species, C4H12 in total.

Summary:
- M: 60.14 g mol⁻¹
- Lowest unoccupied orbital energy (spin up / spin down): 4.31 / 4.50 eV
- HOMO level (spin up / spin down): 1.52 / -7.95 eV
- Multiplicity: 2
- Total charge: -1

Each line ends with the Mulliken spin population.
Cartesian coordinates (Å):
C 0.887 -2.356 -1.756  -0.084
H 1.746 -0.991 -0.225  -0.083
H 0.007 -0.925 -0.320  0.422
H -0.140 -2.700 -1.866  -0.370
H -0.979 1.309 -0.144  0.121
C -0.480 1.788 0.700  0.575
C -1.292 1.616 1.962  1.065
H -1.974 2.461 2.120  -0.029
H -0.751 1.493 2.899  -0.468
C 0.903 -1.075 -0.916  1.214
H 0.966 -0.190 -1.554  -0.106
H 1.320 -2.135 -2.734  -0.138
H 1.516 -3.113 -1.283  -0.126
H -1.978 0.761 1.919  -0.390
H -0.303 2.841 0.479  -0.798
H 0.523 1.364 0.750  0.193


two) ORCA calculation (ωB97M-V/def2-TZVPD) on a cluster of 2 separate species, C4H12 in total.

Summary:
- M: 60.14 g mol⁻¹
- Lowest unoccupied orbital energy (spin up / spin down): 4.38 / 4.51 eV
- HOMO level (spin up / spin down): 1.55 / -7.86 eV
- Multiplicity: 2
- Total charge: -1

Each line ends with the Mulliken spin population.
Cartesian coordinates (Å):
H 0.508 0.561 2.545  -0.373
H -0.704 3.093 1.340  -0.145
C -0.367 1.098 2.180  0.962
H 0.187 2.016 0.259  -0.136
H 1.121 -0.842 -2.583  -0.371
C -0.419 -1.576 -1.260  1.383
H -0.900 0.330 1.615  0.112
C 0.030 2.289 1.309  0.588
C 0.770 -1.801 -2.204  1.249
H -0.915 -2.511 -1.014  -0.756
H 1.594 -2.358 -1.766  -0.534
H 0.422 -2.380 -3.073  -0.225
H -1.004 1.393 3.015  -0.330
H 0.955 2.728 1.684  -0.161
H -1.096 -0.884 -1.764  -0.576
H -0.181 -1.156 -0.281  0.313


Of all the structures shown, which is most stable? two), and one) is the least stable.